85
Properties=species:S:1:pos:R:3 method="wB97M-V/def2-TZVPD" largest_force_ha_per_bohr=0.07517 spin_multiplicity=1 gap_ev=8.88 relative_energy_kcal_mol=100.8 e_tot_ha=-19050.641046 total_charge=0
C -0.3437 1.5902 -5.7398
Br 0.2002 3.2091 -4.7605
Br -1.1458 0.2360 -4.5041
Br 1.1591 0.7523 -6.7486
H -1.1547 1.7962 -6.4383
C -1.8510 6.1737 -1.8171
Br -3.0493 6.7939 -0.3707
Br 0.0486 6.4071 -1.1419
Br -2.0686 7.3151 -3.4780
H -2.0968 5.1281 -2.0025
C -0.5911 1.8796 -1.2203
C -1.0649 0.4132 -0.9245
C 0.0793 -0.3075 -0.2366
S 1.0005 0.9626 0.8035
O 2.4428 0.6354 0.6298
O 0.3985 0.9537 2.1532
C 0.4362 2.3628 -0.1995
H -1.3435 2.6679 -1.2451
H -0.1995 1.7006 -2.2216
H -1.4821 -0.1862 -1.7337
H -1.9613 0.4961 -0.3100
H 0.8072 -0.6933 -0.9503
H -0.1837 -1.1607 0.3887
H 1.3754 2.3548 -0.7527
H 0.4989 3.3021 0.3500
C 2.8834 7.0539 4.3908
C 3.4995 5.8370 3.6890
C 2.4953 4.6013 3.6132
S 0.9287 5.4835 3.2250
O -0.1507 5.0433 4.1070
O 0.8402 5.5931 1.7884
C 1.4122 7.1619 3.8734
H 3.3609 7.9564 4.0093
H 2.9176 7.0562 5.4803
H 4.5387 5.7144 3.9942
H 3.7028 6.0014 2.6309
H 2.1300 4.2676 4.5844
H 2.7494 3.7979 2.9217
H 0.7286 7.2097 4.7210
H 1.0884 7.8801 3.1201
C 3.5775 -2.9141 4.6245
C 3.0806 -1.6451 3.9457
C 4.2809 -1.1609 3.0705
S 4.8283 -2.6572 2.1098
O 6.2888 -2.9925 2.2161
O 4.1730 -2.6014 0.8309
C 4.0225 -3.8324 3.3787
H 2.7857 -3.3446 5.2375
H 4.4677 -2.7106 5.2196
H 2.9321 -0.8908 4.7185
H 2.1356 -1.7893 3.4219
H 5.1211 -0.9406 3.7290
H 4.3045 -0.2407 2.4866
H 4.6515 -4.7169 3.4797
H 3.2591 -4.1356 2.6622
C 0.6325 -3.8884 -1.0970
C 1.0642 -5.2474 -1.6832
C 0.3776 -6.3350 -0.8343
S -1.3756 -5.7986 -0.6383
O -1.7671 -6.0359 0.7366
O -2.1824 -6.2660 -1.7511
C -0.9140 -3.9745 -1.0303
H 1.0141 -3.0518 -1.6823
H 0.9387 -3.6896 -0.0700
H 2.1026 -5.5470 -1.5411
H 0.8177 -5.3921 -2.7350
H 0.7376 -6.4386 0.1893
H 0.4547 -7.2970 -1.3409
H -1.3627 -3.2600 -0.3402
H -1.4353 -3.8308 -1.9768
C -4.4429 -2.9473 -3.3388
C -4.4173 -1.4719 -3.7172
C -5.8776 -1.0238 -4.0437
S -6.9965 -2.0935 -2.8854
O -7.9512 -2.8253 -3.7394
O -7.2916 -1.3560 -1.6785
C -5.6243 -3.3151 -2.3619
H -3.4733 -3.3961 -3.1231
H -4.7262 -3.5945 -4.1688
H -3.7560 -1.2893 -4.5642
H -4.0597 -0.7856 -2.9496
H -6.1256 -1.2866 -5.0721
H -6.0995 0.0204 -3.8232
H -5.9410 -4.3447 -2.1950
H -5.2649 -3.1058 -1.3544